[1]
{
  "formula": "C70H60F3MoN3O7P3SSi",
  "method": "ωB97M-V/def2-TZVPD",
  "s_squared": 2.021,
  "charge": 1,
  "e_lumo_ev": [-2.9, -3.4],
  "spin_multiplicity": 3,
  "homo_energy_ha": [-0.369, -0.369],
  "species": ["Mo", "C", "C", "C", "C", "C", "C", "P", "C", "C", "C", "C", "C", "C", "C", "C", "C", "C", "C", "C", "Si", "C", "C", "C", "C", "C", "C", "P", "C", "C", "C", "C", "C", "C", "C", "C", "C", "C", "C", "C", "C", "C", "C", "C", "C", "C", "P", "C", "C", "C", "C", "C", "C", "C", "C", "C", "C", "C", "C", "H", "H", "H", "H", "H", "H", "H", "H", "H", "H", "H", "H", "H", "H", "H", "H", "H", "H", "H", "H", "H", "H", "H", "H", "H", "H", "H", "H", "H", "H", "H", "H", "H", "H", "H", "H", "H", "H", "H", "H", "H", "H", "C", "C", "N", "C", "N", "C", "C", "C", "N", "C", "H", "H", "H", "H", "H", "H", "H", "H", "H", "H", "H", "H", "H", "F", "C", "F", "F", "S", "O", "O", "O", "O", "C", "O", "C", "C", "C", "C", "O", "C", "O", "C", "C", "H", "H", "H", "H", "H"],
  "coordinates": [[-0.22, 0.74, -0.36], [-0.48, -4.66, -3.79], [-0.55, -3.36, -4.27], [-0.90, -2.32, -3.43], [-1.22, -2.55, -2.09], [-1.11, -3.86, -1.61], [-0.74, -4.90, -2.45], [-1.81, -1.19, -1.00], [-3.37, -0.79, -1.90], [-4.63, -0.97, -1.32], [-5.77, -0.94, -2.10], [-5.69, -0.71, -3.46], [-4.46, -0.41, -4.03], [-3.31, -0.43, -3.25], [-2.48, -2.12, 0.43], [-3.43, -3.14, 0.27], [-3.93, -3.80, 1.37], [-3.48, -3.47, 2.65], [-2.53, -2.48, 2.81], [-2.02, -1.80, 1.71], [-0.73, -0.40, 1.81], [-1.69, 0.82, 2.95], [-1.94, 0.59, 4.31], [-2.61, 1.52, 5.08], [-3.05, 2.71, 4.51], [-2.84, 2.95, 3.17], [-2.17, 2.01, 2.39], [-1.92, 2.28, 0.60], [-3.62, 2.16, -0.03], [-4.75, 2.03, 0.77], [-6.01, 2.15, 0.21], [-6.16, 2.41, -1.14], [-5.04, 2.52, -1.96], [-3.77, 2.37, -1.41], [-1.69, 4.10, 0.45], [-2.35, 4.88, -0.49], [-2.04, 6.22, -0.64], [-1.07, 6.81, 0.16], [-0.43, 6.05, 1.12], [-0.73, 4.70, 1.26], [0.76, -1.10, 2.81], [1.02, -0.59, 4.09], [2.06, -1.07, 4.87], [2.85, -2.10, 4.41], [2.63, -2.62, 3.15], [1.62, -2.12, 2.33], [1.28, -2.94, 0.73], [2.93, -3.25, -0.05], [4.17, -2.87, 0.45], [5.33, -3.15, -0.27], [5.27, -3.80, -1.49], [4.03, -4.17, -2.00], [2.88, -3.89, -1.29], [0.98, -4.62, 1.45], [0.06, -4.72, 2.50], [-0.21, -5.95, 3.09], [0.42, -7.09, 2.64], [1.32, -7.01, 1.59], [1.60, -5.79, 1.00], [-0.22, -5.47, -4.45], [-0.34, -3.16, -5.31], [-0.92, -1.32, -3.84], [-1.31, -4.08, -0.57], [-0.66, -5.90, -2.04], [-4.72, -1.14, -0.26], [-6.73, -1.12, -1.63], [-6.58, -0.72, -4.08], [-4.39, -0.17, -5.08], [-2.37, -0.13, -3.69], [-3.78, -3.40, -0.72], [-4.67, -4.58, 1.24], [-3.87, -4.00, 3.51], [-2.18, -2.25, 3.81], [-1.61, -0.33, 4.77], [-2.79, 1.32, 6.13], [-3.56, 3.45, 5.12], [-3.19, 3.87, 2.71], [-4.65, 1.85, 1.83], [-6.89, 2.06, 0.84], [-7.14, 2.51, -1.57], [-5.15, 2.72, -3.01], [-2.89, 2.44, -2.03], [-3.12, 4.46, -1.12], [-2.56, 6.81, -1.38], [-0.82, 7.85, 0.03], [0.32, 6.50, 1.76], [-0.22, 4.11, 2.00], [0.39, 0.20, 4.48], [2.22, -0.65, 5.86], [3.63, -2.51, 5.04], [3.22, -3.46, 2.81], [4.26, -2.36, 1.39], [6.29, -2.85, 0.14], [6.17, -4.02, -2.04], [3.96, -4.67, -2.96], [1.92, -4.17, -1.70], [-0.43, -3.83, 2.87], [-0.91, -6.00, 3.91], [0.22, -8.05, 3.10], [1.83, -7.90, 1.24], [2.30, -5.74, 0.18], [2.44, 2.87, 4.52], [1.00, 3.00, 4.07], [0.85, 2.38, 2.76], [1.86, 2.03, 1.93], [1.61, 1.20, 0.93], [2.78, 0.58, 0.27], [4.09, 0.76, 1.01], [4.20, 2.24, 1.33], [3.08, 2.54, 2.21], [3.29, 3.39, 3.37], [2.69, 1.82, 4.70], [2.62, 3.43, 5.44], [0.73, 4.05, 4.02], [0.31, 2.50, 4.77], [0.00, 1.86, 2.63], [2.90, 0.97, -0.73], [2.56, -0.48, 0.20], [4.92, 0.43, 0.38], [4.10, 0.19, 1.94], [4.13, 2.83, 0.41], [5.12, 2.49, 1.84], [3.03, 4.42, 3.14], [4.35, 3.35, 3.63], [-0.45, 4.31, -2.93], [0.81, 4.68, -2.65], [0.79, 5.94, -2.24], [1.52, 4.61, -3.77], [1.56, 3.55, -1.36], [2.02, 4.40, -0.30], [2.55, 2.81, -2.09], [0.37, 2.75, -0.97], [-0.36, 0.76, -2.65], [0.80, 0.25, -2.61], [1.11, -0.41, -1.57], [1.79, 0.41, -3.68], [3.09, -0.05, -3.46], [4.11, 0.20, -4.37], [3.77, 0.90, -5.50], [4.58, 1.26, -6.53], [3.76, 1.99, -7.45], [2.43, 2.00, -6.94], [2.47, 1.35, -5.74], [1.47, 1.13, -4.84], [3.31, -0.59, -2.55], [5.12, -0.13, -4.19], [3.77, 1.49, -8.42], [4.12, 3.01, -7.55], [0.47, 1.51, -5.00]]
}

[2]
{
  "formula": "C70H65BrFN3O28S",
  "method": "ωB97M-V/def2-TZVPD",
  "charge": 0,
  "e_lumo_ev": -2.0,
  "spin_multiplicity": 1,
  "homo_energy_ha": -0.288,
  "species": ["C", "O", "C", "C", "C", "C", "C", "C", "C", "C", "C", "C", "C", "C", "C", "F", "C", "C", "C", "C", "Br", "S", "C", "C", "C", "C", "O", "N", "O", "C", "C", "C", "C", "C", "C", "C", "C", "C", "N", "C", "C", "C", "O", "N", "H", "H", "H", "H", "H", "H", "H", "H", "H", "H", "H", "H", "H", "H", "H", "H", "H", "H", "H", "H", "H", "H", "H", "H", "H", "H", "H", "H", "H", "H", "H", "H", "H", "H", "H", "H", "H", "H", "H", "H", "H", "C", "C", "C", "O", "C", "C", "C", "O", "O", "O", "H", "H", "H", "H", "C", "C", "C", "O", "C", "C", "C", "O", "O", "O", "H", "H", "H", "H", "C", "C", "C", "O", "C", "C", "C", "O", "O", "O", "H", "H", "H", "H", "C", "C", "C", "O", "C", "C", "C", "O", "O", "O", "H", "H", "H", "H", "C", "C", "C", "O", "C", "C", "C", "O", "O", "O", "H", "H", "H", "H", "C", "C", "C", "O", "C", "C", "C", "O", "O", "O", "H", "H", "H", "H"],
  "coordinates": [[5.88, -2.92, 2.05], [5.62, -1.65, 1.34], [6.81, -0.80, 1.54], [6.60, 0.57, 0.61], [6.88, 1.93, 1.51], [5.63, 3.00, 1.23], [6.03, 4.54, 1.64], [6.61, 4.68, 3.18], [5.53, 5.54, 4.06], [4.79, 4.49, 5.08], [3.99, 3.26, 4.34], [4.42, 1.66, 4.43], [5.75, 1.17, 5.29], [5.19, -0.01, 6.33], [3.89, 0.66, 7.10], [6.25, -0.48, 7.26], [3.55, 0.44, 3.69], [2.16, 0.76, 2.83], [1.77, 2.39, 2.74], [2.62, 3.59, 3.46], [1.87, 5.47, 3.21], [0.18, 2.75, 1.75], [-0.96, 1.30, 2.28], [-0.16, -0.16, 2.45], [-1.05, -1.47, 2.91], [-2.66, -1.26, 3.24], [-3.49, -2.41, 3.70], [-2.85, -3.58, 3.54], [-3.05, -4.03, 2.42], [-3.44, 0.21, 3.08], [-5.03, 0.25, 3.47], [-6.06, 0.19, 2.19], [-7.56, 0.88, 2.43], [-8.72, 0.92, 1.26], [-8.32, 0.23, -0.19], [-6.83, -0.50, -0.42], [-5.69, -0.54, 0.76], [-2.55, 1.53, 2.57], [-3.30, 2.84, 2.42], [-2.73, 3.95, 3.28], [-3.48, 3.25, 0.97], [-4.88, 2.88, 0.15], [-2.54, 3.90, 0.23], [1.31, -0.29, 2.14], [6.95, -3.33, 1.77], [5.07, -3.70, 1.67], [5.71, -2.77, 3.20], [7.82, -1.29, 1.19], [6.93, -0.55, 2.68], [7.30, 0.55, -0.33], [5.44, 0.60, 0.34], [6.96, 1.64, 2.64], [7.86, 2.52, 1.15], [5.45, 2.97, 0.05], [4.64, 2.60, 1.71], [5.08, 5.21, 1.43], [6.87, 4.93, 0.89], [7.67, 5.18, 3.25], [6.72, 3.62, 3.73], [4.73, 6.11, 3.39], [6.05, 6.40, 4.71], [5.58, 4.15, 5.88], [3.97, 5.13, 5.67], [6.51, 0.63, 4.55], [6.24, 2.07, 5.85], [4.79, -0.96, 5.77], [2.90, 0.38, 6.49], [4.03, 1.83, 7.19], [3.76, 0.24, 8.20], [3.89, -0.70, 3.78], [-0.49, -2.51, 3.00], [-5.21, 1.31, 4.00], [-5.30, -0.55, 4.29], [-7.80, 1.36, 3.49], [-9.75, 1.42, 1.51], [-9.15, 0.27, -1.04], [-6.58, -0.98, -1.46], [-4.62, -1.02, 0.67], [-2.43, 4.90, 2.64], [-3.43, 4.30, 4.15], [-1.72, 3.58, 3.79], [-4.67, 1.81, -0.34], [-5.00, 3.62, -0.78], [-5.83, 2.89, 0.83], [1.66, -1.26, 2.31], [-4.74, -6.49, 5.25], [-3.75, -6.77, 6.09], [-3.78, -7.98, 6.96], [-2.84, -8.22, 7.71], [-4.96, -8.85, 6.87], [-5.96, -8.57, 6.03], [-5.91, -7.38, 5.15], [-6.83, -7.16, 4.37], [-7.07, -9.39, 5.95], [-2.64, -5.94, 6.19], [-4.73, -5.61, 4.61], [-4.98, -9.72, 7.52], [-7.65, -8.98, 5.27], [-2.06, -6.35, 6.87], [6.31, 3.03, -5.08], [5.72, 3.05, -3.89], [5.62, 1.83, -3.04], [5.09, 1.90, -1.94], [6.19, 0.58, -3.57], [6.78, 0.55, -4.76], [6.90, 1.78, -5.60], [7.47, 1.73, -6.68], [7.31, -0.62, -5.27], [5.16, 4.22, -3.39], [6.39, 3.91, -5.71], [6.10, -0.30, -2.95], [7.69, -0.38, -6.14], [4.79, 3.98, -2.52], [0.88, -4.53, -0.76], [0.95, -4.40, -2.09], [-0.28, -4.26, -2.92], [-0.18, -4.13, -4.13], [-1.58, -4.30, -2.23], [-1.65, -4.44, -0.91], [-0.42, -4.54, -0.07], [-0.51, -4.65, 1.14], [-2.87, -4.48, -0.25], [2.17, -4.39, -2.74], [1.77, -4.63, -0.15], [-2.47, -4.22, -2.85], [-2.65, -4.57, 0.70], [1.95, -4.28, -3.69], [1.66, -1.02, -4.12], [0.53, -0.80, -4.79], [-0.05, 0.57, -4.89], [-1.08, 0.75, -5.53], [0.64, 1.66, -4.20], [1.77, 1.44, -3.52], [2.37, 0.08, -3.45], [3.41, -0.10, -2.83], [2.43, 2.46, -2.87], [-0.14, -1.83, -5.43], [2.09, -2.01, -4.04], [0.20, 2.65, -4.26], [3.21, 2.05, -2.45], [-0.93, -1.41, -5.85], [5.52, 1.55, -11.24], [5.68, 1.41, -9.93], [4.63, 0.78, -9.08], [4.82, 0.64, -7.88], [3.39, 0.35, -9.73], [3.22, 0.50, -11.05], [4.28, 1.10, -11.90], [4.10, 1.21, -13.11], [2.05, 0.10, -11.67], [6.84, 1.83, -9.30], [6.27, 2.01, -11.87], [2.62, -0.09, -9.10], [2.17, 0.31, -12.62], [6.72, 1.61, -8.35], [-13.20, 1.29, -0.90], [-14.49, 1.34, -1.23], [-14.93, 1.07, -2.63], [-16.13, 1.11, -2.91], [-13.90, 0.78, -3.64], [-12.61, 0.73, -3.30], [-12.17, 0.97, -1.90], [-10.98, 0.90, -1.62], [-11.64, 0.46, -4.25], [-15.46, 1.64, -0.30], [-12.86, 1.47, 0.11], [-14.24, 0.61, -4.65], [-10.79, 0.48, -3.76], [-16.31, 1.61, -0.79]]
}

Number 1: F_max 2.4 eV/A. Number 2: F_max 8.5 eV/A.